No. 1
{
  "formula": "C2H9NO4",
  "method": "the ωB97M-V functional and the def2-TZVPD basis",
  "elements": ["H", "H", "H", "H", "O", "H", "O", "O", "H", "H", "H", "H", "O", "N", "C", "C"],
  "xyz": [[1.35639, 0.28290, -0.95084], [-2.24678, 1.08151, 2.63099], [0.17063, -0.19601, -2.93536], [-0.55415, 1.23699, -3.06730], [-2.18774, 1.45008, 1.73561], [-1.70434, 0.79013, -0.92274], [1.19236, -0.55553, -0.39642], [2.85536, -1.24216, 2.12033], [3.59841, -0.75570, 2.21915], [2.47631, -1.23903, 2.95010], [-1.45000, 1.26039, 1.21440], [-1.59735, -0.79984, -1.66334], [-0.60153, -1.20709, 0.82031], [-0.11505, 0.52459, -2.33659], [-1.01997, 0.05671, -1.23798], [-0.17255, -0.68794, -0.18032]],
  "total_charge": 0,
  "smiles": "NCC(=O)O.O.O",
  "gap_ha": 0.392,
  "de_lowest_ev": 1.7709,
  "e_homo_ha": -0.3692,
  "max_force_ev_per_a": 4.52
}

No. 2
{
  "formula": "C40H48N7O2Rb",
  "method": "the ωB97M-V functional and the def2-TZVPD basis",
  "elements": ["C", "C", "H", "H", "N", "C", "H", "C", "C", "C", "C", "H", "N", "H", "H", "H", "N", "C", "C", "C", "C", "H", "H", "N", "H", "H", "C", "H", "H", "Rb", "C", "C", "H", "H", "H", "C", "C", "C", "C", "C", "C", "C", "H", "H", "N", "H", "H", "H", "H", "H", "C", "C", "H", "H", "C", "H", "H", "C", "H", "H", "H", "C", "H", "O", "H", "C", "H", "H", "C", "H", "C", "H", "N", "H", "H", "H", "C", "N", "C", "H", "H", "C", "H", "C", "H", "H", "C", "C", "C", "H", "H", "C", "C", "C", "H", "C", "O", "H"],
  "xyz": [[0.01864, 1.33986, -3.91920], [-2.45943, 4.21573, -1.34150], [4.25502, -1.23518, -1.47151], [-1.48774, 7.88196, -2.77811], [0.95311, 1.47476, -2.80736], [4.68456, -1.87020, 3.42798], [5.32037, -3.87650, 2.97094], [-0.21396, 3.52192, -2.03023], [-2.17882, 5.52344, -1.83879], [3.10757, 4.30303, 1.85683], [3.91186, 2.04717, 1.60148], [0.22134, 7.61031, -2.43435], [-5.15853, -0.55178, -0.23846], [0.13701, 1.58967, 4.19853], [4.14819, -3.92568, 0.82176], [-5.27548, -5.80190, -3.60986], [0.22242, 1.91791, 2.09924], [-0.83203, 2.90581, 2.10186], [-3.03234, -2.08059, -1.33464], [0.84816, 2.46416, -2.02468], [0.09229, 1.02981, 3.25203], [-0.10670, -2.81112, -0.94776], [-4.36581, 4.77097, -0.51722], [-3.97384, 2.79475, -0.15596], [-1.77703, 0.43498, -4.53527], [3.63281, -3.61742, -1.21757], [-6.19648, 0.21983, 0.42306], [0.61273, 1.07685, -4.79864], [-1.79610, 2.38916, 2.08597], [0.04314, 0.01921, -0.19894], [4.74695, -3.01575, 2.65240], [-0.64999, -1.20689, -3.83353], [4.73291, 1.36030, 1.43401], [-3.75189, -6.54492, -3.12179], [-5.82928, -3.86918, -2.31039], [-4.19626, -5.65739, -3.57659], [-0.63798, -2.50150, -1.85831], [4.15257, 3.40914, 1.66909], [3.31473, -1.95919, 0.99500], [2.62830, -3.25403, -0.94717], [-0.65645, 7.19498, -2.93302], [4.06777, -3.03975, 1.43635], [-1.71551, -4.65380, -3.14810], [-3.83205, -5.60249, -4.60439], [2.65323, -1.96715, -0.28113], [3.24136, 0.00614, -0.70172], [1.57310, 2.52972, -1.20431], [0.88831, 0.28980, 3.22908], [-3.23368, 2.08254, -0.31529], [-1.53991, -1.78708, -4.09616], [-5.39824, -1.65023, -0.91845], [-2.46952, -4.03375, -2.67120], [3.28326, 5.36952, 1.90733], [-0.81642, 3.55597, 2.99251], [-4.41228, -2.45107, -1.49172], [2.15804, -4.00520, -0.30959], [5.21126, -1.82193, 4.37409], [3.93249, -0.78576, 3.00690], [0.97414, 5.03485, -2.88478], [-4.82426, 2.15636, 1.62298], [-6.22095, 1.80584, -1.04487], [-2.06457, -2.93119, -1.99068], [-0.48667, 2.28724, -4.13761], [-1.70221, 2.00128, -0.99799], [-0.43857, 7.16544, -4.00255], [-4.77529, -3.62189, -2.22428], [2.05702, -3.15461, -1.86989], [0.06771, -1.31636, -4.65064], [1.55396, 2.43625, 1.93645], [1.00866, 4.49206, 2.18836], [-6.23593, 1.69649, 0.04157], [-7.15082, -0.24158, 0.16568], [2.31919, 0.19648, 1.46591], [-1.60566, 0.44933, -2.79596], [-2.94486, 6.28767, -1.74573], [-6.07819, 0.12593, 1.50649], [-5.14854, 2.58020, 0.66824], [-0.00777, -1.71960, -2.62861], [0.00027, 4.78980, -2.47042], [5.16754, 3.77516, 1.56345], [-7.20096, 2.07561, 0.38458], [2.61175, 1.50333, 1.69237], [-6.44325, -1.93443, -1.02362], [-3.84291, -4.41710, -2.80543], [-0.87178, 0.51295, 3.20699], [-4.14635, -0.35228, -0.15510], [3.19888, -0.79575, 1.80801], [3.22552, -0.96734, -1.18872], [-3.65488, 3.96086, -0.66838], [2.61472, -0.89971, -2.08995], [3.86539, 0.10021, 3.62857], [-1.05980, 0.26750, -3.72557], [-1.48394, 3.16691, -1.43886], [-0.98372, 5.82643, -2.40549], [-5.56654, 3.56265, 0.89031], [1.81796, 3.79641, 2.00369], [-2.67167, -1.06070, -0.68202], [-0.76605, 3.53905, 1.21594]],
  "total_charge": 0,
  "gap_ha": 0.160,
  "de_lowest_ev": 0.0000,
  "e_homo_ha": -0.1850,
  "max_force_ev_per_a": 0.50
}

No. 3
{
  "formula": "C25H35F2IO3",
  "method": "the ωB97M-V functional and the def2-TZVPD basis",
  "elements": ["H", "H", "H", "F", "H", "C", "H", "C", "H", "C", "C", "C", "H", "C", "H", "H", "H", "C", "C", "O", "H", "H", "H", "C", "I", "H", "C", "H", "H", "H", "C", "H", "O", "H", "H", "C", "H", "C", "O", "C", "C", "C", "H", "H", "C", "H", "F", "H", "H", "C", "H", "H", "H", "C", "H", "H", "H", "C", "C", "C", "C", "H", "H", "H", "C", "C"],
  "xyz": [[-6.68705, -0.90505, -4.16812], [-3.26887, 1.60873, -10.45239], [-2.69617, -0.10773, -2.79029], [-5.66196, 0.74920, -6.73836], [4.11501, 1.27990, 3.90012], [-3.77095, -0.03755, -2.66739], [-1.25409, -1.71358, -0.10315], [4.90794, -3.64786, 3.25157], [5.85529, 3.17048, 3.38531], [-6.01308, -0.47783, -3.43256], [5.39486, -1.06240, 3.89822], [-4.63593, -0.58998, -3.60679], [6.70882, -2.45226, 2.68221], [-3.28907, 1.47302, -9.37624], [-4.23787, -1.10644, -4.47380], [5.49788, -0.35260, 1.70912], [-1.11224, 0.70981, 1.98765], [4.71354, -0.44293, 2.54788], [-6.52612, 0.17996, -2.31855], [4.72036, 1.97631, 1.95465], [-2.48177, -0.55262, 0.62134], [-0.53623, -2.43999, 2.25797], [-3.38226, 1.01459, -5.53492], [-3.34219, 1.14087, -6.61052], [-0.51122, 2.44475, 7.19197], [5.30245, -4.30765, 2.38863], [0.58070, 0.10805, 3.40851], [-6.04412, 1.23066, -0.49538], [6.60072, 1.50328, 2.96198], [3.97442, -1.25675, 2.19645], [-0.46878, 0.53273, 4.58024], [-7.59910, 0.26997, -2.18638], [1.15189, -0.01786, 6.41247], [2.37886, 1.87379, 1.50748], [4.74319, -4.32690, 4.15803], [0.22979, 0.73607, 6.00259], [6.29526, -0.36413, 4.10823], [-2.11579, 1.58862, -8.63602], [1.50545, 1.20922, 3.29155], [-1.18971, -1.50857, 2.17187], [5.99881, -2.51157, 3.57340], [2.49261, 0.99705, 2.25520], [1.04972, -0.87815, 3.75104], [3.88281, -3.26017, 2.93380], [-0.33327, -0.12799, 2.09209], [-1.99567, -1.45692, 2.98553], [-3.45851, 1.13980, -0.65037], [4.63309, -1.04935, 4.74730], [-5.41047, 1.08092, -9.29648], [-1.99808, -1.58189, 0.75319], [6.58932, -2.87291, 4.49381], [-1.17861, 1.81064, -9.13649], [-1.38495, -0.16261, 4.60457], [5.97065, 2.36739, 2.55980], [-2.79638, -2.39588, 0.75044], [0.27522, -0.17865, 1.12132], [6.59982, 2.87776, 1.73273], [-4.50342, 1.02320, -7.35838], [-4.29305, 0.61125, -1.55910], [-5.66186, 0.72290, -1.37319], [-4.48916, 1.18315, -8.73507], [-1.22466, 1.50648, -6.67864], [2.36220, 0.03887, 1.65010], [-0.85570, 1.57469, 4.25464], [-2.14050, 1.41989, -7.25354], [4.01821, 0.99275, 2.79712]],
  "total_charge": 0,
  "smiles": "CCCC[C@H](CO[C@H](CCC)CC(=O)I)OC.Fc1ccccc1.Fc1ccccc1",
  "gap_ha": 0.357,
  "de_lowest_ev": 3.2977,
  "e_homo_ha": -0.3456,
  "max_force_ev_per_a": 5.88
}

No. 4
{
  "formula": "C15H7Cl5NOPtS4",
  "method": "the ωB97M-V functional and the def2-TZVPD basis",
  "elements": ["C", "C", "H", "C", "Cl", "Cl", "S", "C", "N", "C", "O", "C", "Cl", "C", "H", "H", "C", "S", "C", "Pt", "Cl", "S", "C", "H", "C", "H", "H", "H", "C", "C", "Cl", "C", "S", "C"],
  "xyz": [[0.60495, 5.04687, -0.47407], [-3.79193, -2.48448, 0.68501], [3.95342, -4.67318, -0.34395], [0.34645, 1.23681, 2.24806], [-4.36193, -0.69399, -2.83691], [-1.35562, -0.25551, -2.39615], [0.43293, 2.83514, 2.88158], [0.56759, 4.79964, 0.88064], [0.37139, 1.18235, 0.89345], [-4.38613, -1.98593, -0.46877], [3.85926, -2.67430, -0.95835], [-2.44208, -2.26129, 0.90744], [-4.71749, -3.38279, 1.81505], [-3.62815, -1.28902, -1.40611], [0.59588, 5.61086, 1.60254], [4.60837, -3.49994, 0.83150], [2.77027, -2.13756, -0.51541], [0.21037, -0.16676, 3.11767], [0.57397, 3.99746, -1.43428], [0.26035, -0.99859, 0.42559], [-6.05274, -2.24562, -0.74387], [2.05812, -0.88599, -1.37318], [4.52194, -3.75899, -0.21691], [5.50200, -3.85609, -0.66054], [0.49437, 3.46563, 1.28754], [0.61064, 4.24351, -2.48985], [0.47250, 1.88420, -1.77375], [0.65904, 6.07435, -0.81982], [-1.66919, -1.52814, -0.00133], [0.50001, 2.69378, -1.05325], [-1.72825, -3.00011, 2.30418], [-2.27561, -1.08875, -1.17872], [1.98428, -2.61472, 0.93301], [0.45105, 2.41114, 0.33195]],
  "total_charge": 1,
  "multiplicity": 5,
  "gap_ha": [0.297, 0.189],
  "de_lowest_ev": 0.3048,
  "e_homo_ha": [-0.4176, -0.4310],
  "max_force_ev_per_a": 0.58
}

Copy entry 1 word for word.
{
  "formula": "C2H9NO4",
  "method": "the ωB97M-V functional and the def2-TZVPD basis",
  "elements": ["H", "H", "H", "H", "O", "H", "O", "O", "H", "H", "H", "H", "O", "N", "C", "C"],
  "xyz": [[1.35639, 0.28290, -0.95084], [-2.24678, 1.08151, 2.63099], [0.17063, -0.19601, -2.93536], [-0.55415, 1.23699, -3.06730], [-2.18774, 1.45008, 1.73561], [-1.70434, 0.79013, -0.92274], [1.19236, -0.55553, -0.39642], [2.85536, -1.24216, 2.12033], [3.59841, -0.75570, 2.21915], [2.47631, -1.23903, 2.95010], [-1.45000, 1.26039, 1.21440], [-1.59735, -0.79984, -1.66334], [-0.60153, -1.20709, 0.82031], [-0.11505, 0.52459, -2.33659], [-1.01997, 0.05671, -1.23798], [-0.17255, -0.68794, -0.18032]],
  "total_charge": 0,
  "smiles": "NCC(=O)O.O.O",
  "gap_ha": 0.392,
  "de_lowest_ev": 1.7709,
  "e_homo_ha": -0.3692,
  "max_force_ev_per_a": 4.52
}

Copy entry 1 word for word.
{
  "formula": "C2H9NO4",
  "method": "the ωB97M-V functional and the def2-TZVPD basis",
  "elements": ["H", "H", "H", "H", "O", "H", "O", "O", "H", "H", "H", "H", "O", "N", "C", "C"],
  "xyz": [[1.35639, 0.28290, -0.95084], [-2.24678, 1.08151, 2.63099], [0.17063, -0.19601, -2.93536], [-0.55415, 1.23699, -3.06730], [-2.18774, 1.45008, 1.73561], [-1.70434, 0.79013, -0.92274], [1.19236, -0.55553, -0.39642], [2.85536, -1.24216, 2.12033], [3.59841, -0.75570, 2.21915], [2.47631, -1.23903, 2.95010], [-1.45000, 1.26039, 1.21440], [-1.59735, -0.79984, -1.66334], [-0.60153, -1.20709, 0.82031], [-0.11505, 0.52459, -2.33659], [-1.01997, 0.05671, -1.23798], [-0.17255, -0.68794, -0.18032]],
  "total_charge": 0,
  "smiles": "NCC(=O)O.O.O",
  "gap_ha": 0.392,
  "de_lowest_ev": 1.7709,
  "e_homo_ha": -0.3692,
  "max_force_ev_per_a": 4.52
}